#w
C9H14N2O2S | the ωB97M-V functional and the def2-TZVPD basis

Computed properties:
**SMILES**: COC(C[C@H]1S[C@H]1/N=C(/C)C#N)OC
**Kohn-Sham gap**: 8.79 eV

Atoms and positions in Å:
C  1.239  -1.926  2.621
O  1.149  -1.523  1.269
C  1.003  -0.145  1.082
C  0.577  0.040  -0.383
C  0.347  1.489  -0.717
S  0.200  1.949  -2.455
C  -1.020  2.013  -1.055
N  -2.172  1.289  -0.927
C  -2.584  0.223  -1.479
C  -3.903  -0.347  -1.060
C  -1.910  -0.519  -2.504
N  -1.402  -1.171  -3.299
O  2.146  0.582  1.438
C  3.312  0.323  0.674
H  2.121  -1.495  3.105
H  1.319  -3.012  2.605
H  0.340  -1.626  3.172
H  0.226  0.257  1.757
H  1.364  -0.375  -1.015
H  -0.318  -0.563  -0.550
H  0.973  2.164  -0.137
H  -1.202  3.042  -0.754
H  -4.513  -0.564  -1.935
H  -4.412  0.364  -0.414
H  -3.754  -1.279  -0.514
H  3.497  -0.750  0.580
H  4.131  0.790  1.217
H  3.246  0.768  -0.323

Löwdin atomic charge list, values in e, 5 entries: number 1, C, carries -0.078; number 2, O, carries -0.129; number 3, C, carries -0.421; number 4, C, carries -0.126; number 5, C, carries -0.532

=====

#x
C9H14N2O2S | the ωB97M-V functional and the def2-TZVPD basis

Computed properties:
**SMILES**: CCCc1nc(N)sc1C(=O)OCC
**Kohn-Sham gap**: 8.78 eV

Atoms and positions in Å:
C  -3.148  -2.686  -0.369
C  -2.434  -1.362  -0.599
C  -1.849  -0.813  0.709
C  -1.188  0.498  0.467
N  -1.950  1.611  0.355
C  -1.245  2.668  0.111
N  -1.769  3.891  -0.100
S  0.488  2.392  -0.001
C  0.163  0.701  0.306
C  1.255  -0.247  0.382
O  1.144  -1.435  0.584
O  2.436  0.371  0.198
C  3.606  -0.441  0.242
C  4.707  0.250  -0.542
H  -3.967  -2.562  0.337
H  -3.554  -3.067  -1.303
H  -2.457  -3.423  0.033
H  -3.130  -0.629  -1.013
H  -1.623  -1.503  -1.316
H  -2.657  -0.666  1.428
H  -1.121  -1.518  1.107
H  -1.161  4.690  -0.071
H  -2.737  4.020  0.140
H  3.896  -0.576  1.291
H  3.368  -1.425  -0.178
H  4.901  1.233  -0.121
H  4.410  0.371  -1.580
H  5.615  -0.344  -0.497

Löwdin atomic charge list, values in e, 5 entries: number 1, C, carries -0.113; number 2, C, carries -0.248; number 3, C, carries -0.145; number 4, C, carries -0.314; number 5, N, carries 0.100

=====

Which is most stable, and by how much? #x, by 0.1217 hartree.

=====

#w
C3H7ClOS | the ωB97M-V functional and the def2-TZVPD basis

Computed properties:
**Kohn-Sham gap (alpha / beta)**: 7.54 / 6.34 eV

Atoms and positions in Å:
C  -0.337  -1.521  0.322
C  0.055  -0.243  1.061
C  -0.063  0.990  0.243
O  0.783  1.976  0.480
S  1.110  0.026  -2.300
Cl  -1.579  1.383  -0.444
H  -1.389  -1.514  0.050
H  -0.145  -2.383  0.956
H  0.255  -1.609  -0.585
H  1.090  -0.306  1.399
H  -0.591  -0.137  1.942
H  0.654  2.736  -0.104
H  0.156  0.605  -3.019

Löwdin atomic charge list, values in e, 5 entries: number 1, C, carries -0.134; number 2, C, carries -0.259; number 3, C, carries -0.789; number 4, O, carries 0.032; number 5, S, carries 0.226

=====

#x
C3H7ClOS | the ωB97M-V functional and the def2-TZVPD basis

Computed properties:
**Kohn-Sham gap (alpha / beta)**: 7.87 / 7.22 eV

Atoms and positions in Å:
C  -1.265  -1.041  0.224
C  -0.173  1.266  -0.459
C  -0.075  -0.056  0.363
O  1.762  -2.100  0.340
S  1.382  -0.921  -0.472
Cl  3.226  1.119  0.193
H  -1.300  -1.953  0.825
H  -2.251  -0.488  0.309
H  -1.252  -1.363  -0.817
H  0.730  1.868  -0.269
H  -0.845  2.031  -0.039
H  0.007  1.292  -1.550
H  0.054  0.347  1.352

Löwdin atomic charge list, values in e, 5 entries: number 1, C, carries -0.117; number 2, C, carries -0.180; number 3, C, carries -0.553; number 4, O, carries -0.476; number 5, S, carries 0.952

=====

Which is most stable, and by how much? #w, by 0.0109 hartree.

=====

#w
C3H7ClOS | the ωB97M-V functional and the def2-TZVPD basis

Computed properties:
**SMILES**: OC[C@H](Cl)CS
**Kohn-Sham gap**: 9.68 eV

Atoms and positions in Å:
O  0.725  1.593  -0.297
C  -0.589  1.085  0.022
C  -0.714  -0.367  -0.526
Cl  -2.402  -0.839  -0.218
C  0.255  -1.348  0.245
S  1.975  -1.133  -0.294
H  1.134  1.793  0.584
H  -1.290  1.747  -0.512
H  -0.855  1.066  1.125
H  -0.494  -0.398  -1.657
H  0.178  -1.049  1.359
H  -0.153  -2.346  0.298
H  2.232  0.195  -0.129

Löwdin atomic charge list, values in e, 5 entries: number 1, O, carries -0.149; number 2, C, carries -0.310; number 3, C, carries -0.757; number 4, Cl, carries 0.609; number 5, C, carries -0.587

=====

#x
C3H7ClOS | the ωB97M-V functional and the def2-TZVPD basis

Computed properties:
**SMILES**: CCC(O)=S.Cl
**Kohn-Sham gap**: 9.50 eV

Atoms and positions in Å:
C  0.391  -1.768  0.601
C  -0.912  -0.963  0.412
C  -0.625  0.392  -0.125
O  -1.100  1.332  0.641
S  0.303  0.649  -1.403
H  0.561  -2.487  -0.154
H  0.414  -2.239  1.531
H  1.279  -1.013  0.585
H  -1.260  -0.906  1.393
H  -1.704  -1.617  -0.144
H  -1.091  2.280  0.296
Cl  2.247  3.704  -1.952
H  1.497  2.637  -1.679

Löwdin atomic charge list, values in e, 5 entries: number 1, C, carries -0.112; number 2, C, carries -0.244; number 3, C, carries -0.911; number 4, O, carries 0.027; number 5, S, carries 0.796

=====

Which is most stable, and by how much? #x, by 0.0096 hartree.

=====

#w
CH2NO3S | the ωB97M-V functional and the def2-TZVPD basis

Computed properties:
**Total charge**: -1
**Kohn-Sham gap (alpha / beta)**: 7.07 / 7.07 eV

Atoms and positions in Å:
C  0.597  0.714  -0.156
N  -0.280  0.905  0.902
O  0.737  1.683  -0.764
O  1.270  -0.399  -0.286
O  -0.847  -1.340  -0.713
S  -1.989  -0.489  0.019
H  0.135  0.097  1.558
H  0.376  -1.171  -0.560

Löwdin atomic charge list, values in e, 5 entries: number 1, C, carries -0.965; number 2, N, carries -0.029; number 3, O, carries 0.065; number 4, O, carries -0.065; number 5, O, carries -0.777

=====

#x
CH2NO3S | the ωB97M-V functional and the def2-TZVPD basis

Computed properties:
**Total charge**: -1
**Kohn-Sham gap**: 7.29 eV

Atoms and positions in Å:
C  -3.472  -0.451  -0.006
N  -2.393  -0.515  0.437
O  -0.045  -0.690  -0.381
O  -4.571  -0.445  -0.473
O  2.126  -1.467  0.493
S  1.464  -0.754  -0.524
H  1.916  1.067  -0.298
H  -1.457  -0.581  0.045

Löwdin atomic charge list, values in e, 5 entries: number 1, C, carries -0.444; number 2, N, carries 0.201; number 3, O, carries -0.638; number 4, O, carries 0.047; number 5, O, carries -0.584

=====

#y
CH2NO3S | the ωB97M-V functional and the def2-TZVPD basis

Computed properties:
**Total charge**: -1
**Kohn-Sham gap**: 6.91 eV

Atoms and positions in Å:
C  -1.611  -0.442  -0.164
N  -0.477  -0.928  -0.404
O  -0.399  -2.401  -0.156
O  0.808  -0.527  -0.459
O  -2.112  2.345  0.262
S  -2.754  0.557  0.115
H  -1.248  2.350  -0.142
H  -1.395  -2.593  0.052

Löwdin atomic charge list, values in e, 5 entries: number 1, C, carries -0.651; number 2, N, carries -0.369; number 3, O, carries -0.111; number 4, O, carries -0.233; number 5, O, carries -0.531

=====

Which is most stable, and by how much? #x, by 0.0559 hartree.